# 1
DFT (the ωB97M-V functional and the def2-TZVPD basis) results for the molecule C4H6.

SMILES: C#CCC
HOMO energy: -0.367 hartree

CARTESIAN COORDINATES (ANGSTROEM)
C  -0.476  0.784  2.012
C  0.091  0.674  0.955
C  0.597  0.388  -0.391
C  -0.182  -0.816  -0.935
H  -1.001  0.868  2.937
H  1.674  0.183  -0.373
H  0.456  1.265  -1.033
H  0.044  -1.013  -1.987
H  -1.255  -0.626  -0.835
H  0.052  -1.709  -0.348

***

# 2
DFT (the ωB97M-V functional and the def2-TZVPD basis) results for a cluster of 8 separate species, C20H40BN7O3P3 in total in a non-equilibrium geometry.

Charge: -1
HOMO energy: -0.119 hartree

CARTESIAN COORDINATES (ANGSTROEM)
C  -0.071  4.776  0.948
C  0.569  3.506  1.797
P  0.501  1.888  0.790
C  0.559  2.173  -1.097
C  1.569  0.987  -1.707
B  -0.903  0.713  1.333
P  -0.182  -0.375  2.784
C  1.693  -0.569  2.296
C  -0.183  0.719  4.366
P  -2.568  1.548  1.754
O  -3.390  1.856  0.421
O  -3.581  0.411  2.670
O  -2.463  2.983  2.732
H  0.623  5.016  0.026
H  -0.057  5.739  1.650
H  -1.150  4.518  0.567
H  1.716  3.769  1.944
H  0.121  3.425  2.893
H  1.125  3.195  -1.342
H  -0.476  2.142  -1.641
H  1.805  1.152  -2.846
H  0.982  -0.030  -1.551
H  2.590  0.959  -1.098
H  -1.115  -0.016  0.404
H  2.314  0.409  2.486
H  2.193  -1.419  2.942
H  1.663  -0.862  1.139
H  -0.665  0.169  5.298
H  0.965  0.927  4.617
H  -0.676  1.773  4.205
H  -3.006  -0.100  3.330
H  -3.400  3.312  2.870
C  -3.368  0.178  -3.047
C  -2.051  -0.266  -2.433
N  -0.958  -0.635  -1.924
H  -3.617  -0.460  -3.900
H  -4.168  0.108  -2.305
H  -3.290  1.214  -3.389
C  -2.648  -4.250  -2.045
C  -3.786  -3.381  -2.556
N  -4.729  -2.660  -2.980
H  -2.482  -4.059  -0.981
H  -2.895  -5.306  -2.183
H  -1.730  -4.025  -2.595
C  5.787  0.431  3.169
C  4.560  0.509  4.063
N  3.542  0.575  4.804
H  6.251  1.417  3.085
H  6.513  -0.269  3.592
H  5.500  0.086  2.172
C  -4.648  -2.382  -6.389
C  -3.397  -2.090  -7.201
N  -2.359  -1.847  -7.875
H  -5.241  -1.470  -6.277
H  -5.252  -3.140  -6.895
H  -4.371  -2.751  -5.398
C  3.428  1.777  7.830
C  3.915  1.206  9.152
N  4.319  0.732  10.249
H  3.267  0.968  7.112
H  2.488  2.314  7.980
H  4.173  2.468  7.426
C  0.826  0.052  -6.833
C  0.083  0.756  -5.709
N  -0.533  1.340  -4.776
H  1.888  0.308  -6.795
H  0.717  -1.031  -6.731
H  0.419  0.362  -7.799
C  1.552  -5.272  -1.412
C  0.326  -5.193  -0.517
N  -0.692  -5.128  0.224
H  2.016  -4.285  -1.496
H  2.278  -5.972  -0.988
H  1.266  -5.617  -2.409

***

# 3
DFT (the ωB97M-V functional and the def2-TZVPD basis) results for a structure of composition C4H8O2 in a non-equilibrium geometry.

HOMO energy: -0.377 hartree

CARTESIAN COORDINATES (ANGSTROEM)
C  -0.629  -1.191  -0.646
C  -0.099  -0.022  0.433
C  -1.063  1.163  0.262
C  1.333  0.296  -0.039
H  -1.187  -0.956  -1.271
H  -1.636  -1.691  -0.090
H  0.206  -1.619  -0.568
H  0.023  -0.682  1.557
H  -1.893  0.671  0.309
H  -1.111  1.700  -0.792
H  -0.883  1.765  1.115
H  3.233  -0.089  0.011
O  2.140  -0.731  0.322
O  1.566  1.387  -0.605

***

# 4
DFT (the ωB97M-V functional and the def2-TZVPD basis) results for a cluster of 2 separate species, C12H19FN in total in a non-equilibrium geometry.

Charge: +1
HOMO energy: -0.476 hartree

CARTESIAN COORDINATES (ANGSTROEM)
C  -2.412  -1.377  1.170
C  1.247  -0.657  -4.009
C  1.418  -2.461  1.277
C  -1.933  3.134  3.410
C  -1.693  -1.053  0.100
C  0.549  -0.291  -2.935
C  0.886  -1.253  1.563
C  -1.868  2.156  2.612
C  -0.983  0.264  -0.125
C  0.919  -0.609  -1.511
C  1.286  -0.044  0.852
C  0.750  1.777  -0.717
N  0.507  0.282  -0.385
F  2.108  1.921  -0.816
H  -2.829  -2.400  1.223
H  -2.191  -0.815  2.027
H  0.670  -0.521  -4.929
H  2.189  -1.197  -4.004
H  1.083  -3.377  1.805
H  2.129  -2.618  0.428
H  -1.723  3.661  2.463
H  -2.262  3.556  4.363
H  -1.516  -1.649  -0.692
H  -0.532  -0.028  -3.140
H  0.322  -1.095  2.448
H  0.331  2.554  0.037
H  -1.086  1.121  0.592
H  -1.470  0.629  -1.028
H  2.009  -0.572  -1.412
H  0.476  -1.599  -1.305
H  2.306  -0.267  0.593
H  1.118  0.738  1.640
H  0.194  2.088  -1.596

***

# 5
DFT (the ωB97M-V functional and the def2-TZVPD basis) results for the molecule H6S2Si2 in a non-equilibrium geometry.

SMILES: [SiH3]SS[SiH3]
HOMO energy: -0.308 hartree

CARTESIAN COORDINATES (ANGSTROEM)
Si  2.567  0.551  0.604
S  0.644  -0.040  1.358
S  -0.566  0.267  -0.401
Si  -2.610  -0.590  -0.689
H  2.636  0.159  -0.793
H  2.703  1.990  0.807
H  3.448  -0.212  1.478
H  -2.726  -0.149  -2.074
H  -2.555  -2.035  -0.512
H  -3.542  0.060  0.223